# 1
Here is a molecular structure, C42H57BBiN7O5SSi from the Open Molecules 2025 dataset. Energies are from ωB97M-V/def2-TZVPD.

Atoms and positions in Å:
Bi -0.738 -0.645 -0.633
C -0.003 1.789 -4.432
C 1.280 1.431 -4.890
C 1.936 0.382 -4.315
C 1.322 -0.377 -3.272
N 0.100 0.009 -2.825
C -0.527 1.056 -3.402
N 1.962 -1.463 -2.822
C 1.421 -2.420 -2.076
N 0.189 -2.496 -1.449
C 0.116 -3.705 -0.753
N -0.870 -4.235 -0.065
C -2.028 -3.619 0.266
C -3.091 -4.431 0.747
C -4.276 -3.873 1.129
C -4.437 -2.478 1.059
C -3.391 -1.744 0.579
N -2.213 -2.281 0.187
C 1.355 -4.425 -0.975
C 1.783 -5.677 -0.538
C 3.041 -6.095 -0.924
C 3.857 -5.286 -1.739
C 3.427 -4.053 -2.183
C 2.157 -3.628 -1.786
H -0.562 2.602 -4.872
H 1.743 1.981 -5.702
H 2.912 0.058 -4.653
H -1.513 1.284 -2.998
H -2.912 -5.498 0.789
H -5.083 -4.500 1.490
H -5.352 -1.987 1.365
H -3.470 -0.664 0.477
H 1.141 -6.291 0.083
H 3.411 -7.061 -0.601
H 4.840 -5.647 -2.023
H 4.040 -3.425 -2.820
C 3.101 -1.000 0.339
C 2.734 0.325 0.992
N 2.823 1.461 0.052
C 4.158 1.665 -0.545
C 4.308 1.143 -1.967
C 1.795 2.243 -0.248
C 1.901 3.171 -1.424
N 0.640 2.223 0.404
H 2.880 -1.809 1.039
H 4.160 -1.067 0.078
H 2.515 -1.166 -0.569
H 3.377 0.543 1.845
H 1.727 0.259 1.372
H 4.850 1.152 0.118
H 4.414 2.721 -0.485
H 3.930 0.124 -2.062
H 5.364 1.156 -2.249
H 3.763 1.761 -2.683
H 2.886 3.627 -1.496
H 1.163 3.965 -1.340
H 1.723 2.616 -2.345
H -0.041 2.823 -0.042
O -0.601 3.395 2.112
B 0.341 2.274 1.988
O 1.582 2.710 2.647
C 1.456 4.058 2.795
C 2.403 4.954 3.235
C 2.017 6.296 3.354
C 0.727 6.698 3.045
C -0.232 5.777 2.603
C 0.159 4.464 2.482
H 3.405 4.623 3.491
H 2.740 7.027 3.698
H 0.452 7.740 3.150
H -1.249 6.074 2.371
C 1.787 1.636 5.796
C 0.388 2.041 6.239
C 0.285 1.997 7.755
C 0.009 3.421 5.721
O -0.547 1.061 5.758
Si -1.441 0.796 4.433
S -0.354 0.585 2.595
O -2.565 1.953 4.356
C -3.871 2.164 3.801
C -3.840 3.506 3.084
C -4.227 1.048 2.826
C -4.849 2.195 4.965
O -2.150 -0.660 4.624
C -1.630 -1.987 4.870
C -1.524 -2.713 3.535
C -0.270 -1.944 5.560
C -2.655 -2.666 5.765
H 2.534 2.288 6.262
H 1.890 1.707 4.715
H 1.985 0.606 6.108
H 0.960 2.730 8.205
H 0.552 1.004 8.124
H -0.737 2.222 8.068
H 0.724 4.172 6.066
H -0.991 3.694 6.068
H 0.002 3.437 4.628
H -3.108 3.483 2.277
H -3.545 4.293 3.784
H -4.827 3.747 2.678
H -3.466 0.993 2.040
H -5.196 1.249 2.363
H -4.264 0.081 3.331
H -4.573 2.987 5.664
H -4.833 1.239 5.495
H -5.867 2.381 4.609
H -0.783 -2.228 2.892
H -2.494 -2.699 3.027
H -1.221 -3.754 3.685
H 0.469 -1.430 4.936
H 0.081 -2.966 5.732
H -0.335 -1.426 6.517
H -3.629 -2.687 5.268
H -2.755 -2.115 6.704
H -2.354 -3.693 5.989

The calculation puts the highest occupied orbital energy (spin up / spin down) at -6.98 / -5.32 eV. The multiplicity is 1.

=====

# 2
Here is a molecular structure, C42H57FGeN2O2P2Si3TcTe from the Open Molecules 2025 dataset. Energies are from ωB97M-V/def2-TZVPD.

Atoms and positions in Å:
Tc -0.341 0.143 0.221
Te -2.015 0.163 -4.592
C -3.525 -1.322 -4.699
C -3.199 -2.671 -4.627
C -4.223 -3.602 -4.524
N -5.515 -3.278 -4.503
C -5.819 -1.989 -4.613
C -4.869 -0.979 -4.710
C -1.581 -0.221 -2.595
P -0.048 -0.690 -1.944
C 0.178 -2.484 -1.748
C -0.920 -3.328 -1.887
C -0.801 -4.685 -1.613
C 0.417 -5.201 -1.191
C 1.517 -4.364 -1.051
C 1.400 -3.011 -1.328
C 1.312 -0.140 -2.996
C 1.923 -1.018 -3.890
C 2.790 -0.532 -4.857
C 3.035 0.830 -4.948
C 2.417 1.709 -4.069
C 1.559 1.228 -3.093
P -2.178 0.616 -1.188
C -3.764 -0.096 -0.644
C -4.513 0.509 0.368
C -5.712 -0.049 0.777
C -6.181 -1.212 0.171
C -5.453 -1.809 -0.845
C -4.244 -1.253 -1.251
C -2.584 2.365 -1.420
C -3.769 2.717 -2.067
C -4.062 4.049 -2.306
C -3.178 5.039 -1.896
C -1.998 4.696 -1.252
C -1.698 3.361 -1.016
H -2.167 -3.000 -4.637
H -3.994 -4.660 -4.458
H -6.875 -1.743 -4.606
H -5.183 0.055 -4.771
H -1.862 -2.917 -2.233
H -1.655 -5.338 -1.737
H 0.512 -6.258 -0.979
H 2.468 -4.767 -0.728
H 2.264 -2.364 -1.224
H 1.717 -2.079 -3.843
H 3.260 -1.217 -5.550
H 3.701 1.209 -5.712
H 2.604 2.773 -4.143
H 1.070 1.914 -2.413
H -4.166 1.433 0.819
H -6.291 0.426 1.557
H -7.124 -1.640 0.486
H -5.827 -2.697 -1.340
H -3.685 -1.697 -2.065
H -4.465 1.948 -2.382
H -4.979 4.317 -2.812
H -3.412 6.080 -2.078
H -1.310 5.467 -0.930
H -0.770 3.100 -0.523
N -1.422 -1.627 0.845
C -2.156 -1.411 2.117
C -1.227 -1.355 3.312
C -0.108 -0.330 3.322
O 0.239 0.187 4.350
O 0.554 -0.140 2.168
H -2.077 -1.949 0.134
H -0.749 -2.384 0.966
H -2.872 -2.221 2.262
H -2.729 -0.490 2.023
H -0.744 -2.328 3.461
H -1.818 -1.167 4.206
F 0.772 1.694 0.084
C 4.006 2.745 -0.227
Si 4.167 1.312 0.973
C 4.722 -0.221 0.045
C 5.448 1.794 2.275
Ge 2.438 0.870 2.604
Si 1.613 2.967 3.490
C 2.336 4.307 2.397
C 2.265 3.089 5.237
C -0.249 3.141 3.396
Si 3.099 -1.244 3.597
C 4.913 -1.196 4.072
C 2.134 -1.775 5.113
C 2.822 -2.490 2.202
H 4.261 2.403 -1.228
H 4.709 3.535 0.048
H 3.008 3.171 -0.259
H 5.497 0.057 -0.674
H 3.899 -0.667 -0.519
H 5.136 -0.983 0.707
H 6.443 1.773 1.821
H 5.477 1.133 3.142
H 5.276 2.811 2.635
H 3.426 4.307 2.375
H 2.012 5.285 2.763
H 1.976 4.195 1.372
H 3.353 3.001 5.262
H 1.844 2.296 5.858
H 2.000 4.049 5.686
H -0.631 2.824 2.421
H -0.497 4.199 3.511
H -0.757 2.577 4.174
H 5.097 -0.456 4.854
H 5.572 -0.975 3.232
H 5.202 -2.172 4.471
H 1.991 -0.961 5.822
H 2.698 -2.570 5.610
H 1.150 -2.177 4.868
H 3.761 -2.751 1.712
H 2.143 -2.113 1.435
H 2.390 -3.410 2.605

The calculation puts the highest occupied orbital energy (spin up / spin down) at -10.02 / -10.02 eV. Its net charge is +1. The multiplicity is 3. Its expectation value of S² is 2.024.

=====

# 3
Here is a molecular structure, C42H57N2O3PSr at a distorted geometry from the Open Molecules 2025 dataset. Energies are from ωB97M-V/def2-TZVPD.

Atoms and positions in Å:
Sr 1.328 -1.431 -0.688
C -4.994 0.007 2.754
C -4.431 -0.431 1.395
C -5.211 -1.654 0.896
C -4.630 0.705 0.394
C -2.957 -0.800 1.555
C -1.949 -0.079 0.986
C -0.583 -0.443 1.200
N 0.456 0.399 1.047
C 0.400 1.541 0.307
C 0.690 2.770 0.914
C 0.636 3.924 0.175
C 0.380 3.831 -1.234
C 0.190 2.675 -1.929
C 0.172 1.448 -1.154
O 0.055 0.298 -1.649
C -0.016 2.743 -3.452
C 0.094 1.401 -4.190
C -1.408 3.329 -3.716
C 1.040 3.673 -4.069
C 0.859 5.276 0.855
C 2.246 5.277 1.512
C -0.216 5.476 1.931
C 0.787 6.451 -0.120
C -0.309 -1.795 1.740
O 0.751 -2.399 1.397
C -1.343 -2.386 2.562
C -2.610 -1.905 2.411
C -0.993 -3.578 3.457
C 0.276 -3.278 4.268
C -0.764 -4.824 2.589
C -2.123 -3.869 4.445
H -6.049 0.281 2.658
H -4.449 0.871 3.137
H -4.925 -0.791 3.496
H -6.269 -1.399 0.788
H -5.140 -2.500 1.583
H -4.842 -1.984 -0.080
H -5.698 0.872 0.238
H -4.181 0.475 -0.577
H -4.200 1.644 0.751
H -2.146 0.832 0.434
H 0.908 2.770 1.974
H 0.373 4.754 -1.795
H -0.705 0.711 -3.924
H 1.042 0.896 -4.003
H 0.026 1.610 -5.262
H -2.190 2.687 -3.300
H -1.579 3.417 -4.792
H -1.517 4.322 -3.272
H 2.051 3.317 -3.859
H 0.963 4.702 -3.712
H 0.907 3.694 -5.153
H 2.349 4.479 2.249
H 2.415 6.229 2.023
H 3.035 5.145 0.768
H -0.174 4.693 2.691
H -1.216 5.465 1.491
H -0.072 6.439 2.428
H 1.548 6.387 -0.902
H 0.959 7.380 0.428
H -0.191 6.529 -0.601
H -3.410 -2.375 2.970
H 1.141 -3.102 3.632
H 0.495 -4.125 4.922
H 0.130 -2.399 4.904
H 0.066 -4.671 1.898
H -1.662 -5.063 2.013
H -0.529 -5.685 3.222
H -2.406 -2.975 5.007
H -1.789 -4.625 5.159
H -3.017 -4.263 3.954
C 4.510 -0.853 3.044
C 5.765 -1.016 2.472
C 5.881 -1.078 1.100
C 4.746 -0.975 0.288
N 3.530 -0.858 0.856
C 3.431 -0.790 2.187
C 4.823 -1.002 -1.213
C 6.055 -0.741 -1.821
C 6.170 -0.761 -3.203
C 5.045 -1.046 -3.970
C 3.831 -1.290 -3.336
C 3.644 -1.276 -1.938
H 4.367 -0.794 4.114
H 6.648 -1.102 3.095
H 6.850 -1.225 0.646
H 2.423 -0.680 2.574
H 6.936 -0.492 -1.237
H 7.123 -0.550 -3.674
H 5.120 -1.068 -5.053
H 2.977 -1.502 -3.985
C -1.553 -4.514 -3.411
P -1.284 -3.309 -2.129
C -2.212 -1.869 -2.630
C -2.103 -3.937 -0.681
O 0.196 -3.056 -1.902
H -2.620 -4.648 -3.596
H -1.110 -5.465 -3.111
H -1.062 -4.174 -4.324
H -3.278 -2.101 -2.592
H -1.934 -1.589 -3.647
H -1.987 -1.029 -1.968
H -3.112 -4.270 -0.933
H -2.168 -3.167 0.092
H -1.527 -4.775 -0.288

The calculation puts the highest occupied orbital energy (spin up / spin down) at -6.69 / -6.69 eV. The multiplicity is 1. The energy above the lowest of the compared OMol25 structures with the same formula, charge and spin is 31.17 kcal/mol.

=====

# 4
Here is a molecular structure, C42H61BBrN3O3Pd at a distorted geometry from the Open Molecules 2025 dataset. Energies are from ωB97M-V/def2-TZVPD.

Atoms and positions in Å:
Pd -0.226 0.245 0.151
C 4.157 6.351 -1.348
C 4.269 5.312 -0.186
C 5.546 4.470 -0.365
C 4.312 6.076 1.174
C 3.020 4.421 -0.227
C 3.041 3.031 -0.279
C 1.851 2.300 -0.302
Br 2.057 0.400 -0.270
C 0.605 2.946 -0.351
O -0.476 2.187 -0.481
C 0.516 4.389 -0.284
C 1.755 5.011 -0.189
C -0.780 5.209 -0.284
C -0.846 5.981 1.081
C -0.722 6.309 -1.405
C -2.037 4.364 -0.542
H 5.104 6.886 -1.513
H 3.370 7.116 -1.153
H 3.901 5.856 -2.303
H 6.439 5.137 -0.389
H 5.547 3.853 -1.265
H 5.657 3.793 0.487
H 5.258 6.633 1.289
H 4.284 5.331 1.982
H 3.471 6.750 1.290
H 3.975 2.461 -0.243
H 1.661 6.087 -0.112
H 0.052 6.619 1.202
H -0.881 5.314 1.961
H -1.748 6.634 1.114
H 0.213 6.883 -1.348
H -1.530 7.032 -1.316
H -0.742 5.904 -2.443
H -2.257 3.631 0.251
H -1.936 3.780 -1.473
H -2.919 5.021 -0.654
N -5.776 -0.098 0.002
C -4.544 0.723 0.017
C -3.279 -0.024 -0.310
O -3.317 -1.068 -1.037
O -2.268 0.490 0.320
H -6.625 0.460 -0.268
H -5.997 -0.511 0.940
H -5.603 -0.900 -0.628
H -4.443 1.211 0.996
H -4.708 1.531 -0.720
C 4.454 -4.173 -0.380
C 3.876 -2.748 -0.608
C 5.130 -1.871 -0.769
C 2.892 -2.720 -1.774
C 3.407 -2.781 -3.079
C 2.607 -2.852 -4.192
C 1.230 -2.896 -4.028
C 0.664 -2.818 -2.726
C -0.838 -2.896 -2.543
C -1.554 -2.121 -3.689
C -1.265 -4.392 -2.543
C 1.505 -2.773 -1.601
N 0.882 -2.795 -0.312
B -0.097 -1.818 0.310
N -0.819 -2.677 1.296
C -0.145 -3.875 1.363
C 0.892 -3.930 0.463
C -1.965 -2.406 2.059
C -3.157 -3.155 1.819
C -4.304 -2.807 2.545
C -4.398 -1.674 3.313
C -3.187 -1.022 3.645
C -1.990 -1.421 3.064
C -0.754 -0.838 3.763
C 0.603 -1.453 3.454
C -0.684 0.684 3.521
C -3.243 -4.338 0.855
C -4.297 -4.050 -0.244
C -3.564 -5.656 1.591
H 5.113 -4.188 0.482
H 4.973 -4.462 -1.313
H 3.669 -4.889 -0.162
H 3.306 -2.415 0.237
H 5.893 -2.426 -1.350
H 5.612 -1.685 0.229
H 4.980 -0.887 -1.207
H 4.478 -2.701 -3.204
H 3.059 -2.793 -5.179
H 0.554 -2.945 -4.869
H -1.143 -2.413 -1.610
H -1.585 -2.727 -4.606
H -1.090 -1.156 -3.932
H -2.597 -1.897 -3.384
H -1.023 -4.857 -3.505
H -2.348 -4.431 -2.383
H -0.780 -4.973 -1.732
H -0.388 -4.620 2.102
H 1.578 -4.774 0.329
H -5.142 -3.469 2.469
H -5.365 -1.379 3.757
H -3.179 -0.184 4.313
H -0.929 -0.957 4.816
H 0.972 -1.198 2.451
H 0.620 -2.550 3.528
H 1.345 -1.064 4.177
H -0.425 0.893 2.452
H 0.090 1.148 4.152
H -1.675 1.168 3.726
H -2.281 -4.452 0.331
H -5.283 -3.778 0.207
H -4.429 -4.941 -0.868
H -3.944 -3.247 -0.910
H -4.509 -5.607 2.150
H -2.756 -5.931 2.293
H -3.650 -6.475 0.865

The calculation puts the highest occupied orbital energy (spin up / spin down) at -11.62 / -13.17 eV. Its net charge is +2. The multiplicity is 5. Its expectation value of S² is 6.039.